Entry 1:
Density functional theory data (ωB97M-V with the def2-TZVPD basis set) for C13H10N3O4OsS4 as an isolated structure at a distorted geometry.

Output
ΔE to the lowest compared entry with this formula, charge and spin, kcal per mole: 13.1
Expectation value of S²: 6.040
2S+1: 5
E_LUMO (spin up / spin down), hartree: -0.139 / -0.230
Total energy, eV: -72101.0190
HOMO (spin up / spin down), eV: -12.34 / -12.72
Frontier orbital gap (spin up / spin down), eV: 8.558 / 6.461
Total charge: +1

Last column: Löwdin spin population.
Positions of all 35 atoms, in Å:
Os: 0.6272 -1.3887 0.3924  2.7304
S: -2.4894 -1.7999 1.0331  0.0248
S: 2.4807 -0.9132 -0.8659  0.1925
S: 2.0415 -2.9467 1.0381  0.3514
S: -0.8835 1.1026 -1.6645  0.0080
O: -2.2445 0.6345 -1.5824  0.0126
O: -0.1718 0.8622 -2.8777  0.0035
O: 0.5269 0.7346 1.6988  0.1471
O: -1.0030 -2.1526 1.3516  0.1351
N: 5.6058 -4.3598 1.4826  0.0586
N: -0.1881 0.3531 -0.3604  0.1040
N: 6.0342 -1.7098 -2.0100  0.0420
C: 4.5535 -2.6630 -0.1479  0.0905
C: 0.1528 1.2342 0.6241  0.0303
C: 5.0540 -3.6461 0.7185  0.0038
C: 0.1416 3.8266 1.0096  0.0041
C: 3.2762 -2.2317 0.0068  0.0183
C: -2.7542 -2.4167 -0.6177  0.0109
C: -0.7971 3.9714 -1.7003  -0.0008
C: -0.5955 2.7569 -1.0628  0.0065
C: -0.1069 5.0284 0.4331  0.0005
C: -3.4535 -2.9248 2.0495  -0.0004
C: -0.0938 2.6382 0.2622  0.0057
C: -0.5483 5.1133 -0.9058  0.0070
C: 5.3650 -2.1385 -1.2008  0.0079
H: -3.8212 -2.2426 -0.7091  0.0003
H: -2.3280 -3.4540 -0.7052  0.0007
H: -3.1908 -3.9596 2.0230  0.0001
H: -4.4579 -2.7123 1.7301  0.0000
H: -0.7310 6.0588 -1.3750  0.0003
H: -3.3337 -2.4991 3.0236  0.0001
H: -1.1070 3.9815 -2.7211  -0.0001
H: 0.0844 5.9372 0.9451  -0.0001
H: 0.5575 3.8097 2.0286  0.0004
H: -2.2022 -1.8840 -1.3441  0.0040

Entry 2:
Density functional theory data (ωB97M-V with the def2-TZVPD basis set) for C13H10N4O5Zn as an isolated structure.

Output
ΔE to the lowest compared entry with this formula, charge and spin, kcal per mole: 0.0
E_LUMO, hartree: -0.040
Total energy, eV: -78257.3244
HOMO, eV: -8.29
Frontier orbital gap, eV: 7.195

Last column: Mulliken charge in e.
Positions of all 33 atoms, in Å:
Zn: -1.4247 0.5519 0.2278  0.0448
O: 1.3049 2.4248 -2.9376  -0.6733
O: -2.9300 0.0899 -1.0905  -0.5554
O: 0.1180 1.1171 -1.0063  -0.9326
O: -4.3695 1.6275 -1.6190  -0.5865
O: -2.8629 2.0028 -0.0984  -0.5747
N: -2.0941 -0.2390 2.1352  -0.1845
N: -3.4426 1.2583 -0.9735  1.4234
N: 0.1171 -0.6676 0.7571  0.5404
N: 1.2236 -0.6601 -0.0039  -0.8911
C: -3.6046 -0.7444 3.9017  -0.7531
C: 2.2200 0.4400 -1.8868  0.3050
C: 3.3301 1.5699 -3.7194  -0.7423
C: -0.0062 -1.3765 1.8068  -0.1941
C: -2.7460 -1.7310 4.3571  -0.1986
C: -3.2366 -0.0220 2.7785  -0.0331
C: 4.3410 0.6349 -3.6817  -0.2552
C: 2.2566 1.4825 -2.8305  0.3442
C: 1.1177 0.3158 -0.9159  1.0728
C: -1.5573 -1.9643 3.6844  -0.7668
C: 3.2618 -0.4966 -1.8751  -0.2672
C: 4.3140 -0.4111 -2.7584  -0.7995
C: -1.2594 -1.1990 2.5690  0.5836
H: 0.6023 2.2010 -2.2932  0.4115
H: -4.5389 -0.5325 4.4004  0.3823
H: -2.9998 -2.3171 5.2304  0.4174
H: 5.1079 -1.1446 -2.7369  0.3854
H: -3.8656 0.7620 2.3748  0.4615
H: 3.2169 -1.2910 -1.1437  0.4372
H: 5.1645 0.7161 -4.3803  0.3673
H: 0.7722 -2.0515 2.1492  0.4311
H: 3.3356 2.3833 -4.4322  0.4354
H: -0.8660 -2.7294 4.0109  0.3649

> Number 2 is which compound?

C13H10N4O5Zn